No. 1
Here is a molecular structure, C10H14BF4Zr from OMol25. Energies are from wB97M-V/def2-TZVPD.

Each line ends with the Löwdin charge.
Element x y z (Å)
Zr1 -0.4538 -0.4244 -0.6571  2.080
C1 -1.7796 -2.9180 -4.2842  0.002
C2 -2.0282 -1.9640 -3.1170  -0.339
C3 -1.8689 -2.6771 -1.7586  -0.014
C4 -1.0585 -0.8004 -3.0444  -0.241
C5 0.3457 -1.0389 -3.0172  -0.024
C6 1.2392 -0.0351 -2.6279  -0.010
C7 0.7904 1.2823 -2.3039  -0.260
C8 1.7445 2.3666 -1.9342  0.031
C9 -0.6035 1.5268 -2.4061  -0.005
C10 -1.5059 0.5177 -2.7697  -0.009
H1 -2.5138 -3.7234 -4.2519  0.119
H2 -0.7909 -3.3780 -4.2377  0.097
H3 -1.8938 -2.3996 -5.2351  0.117
H4 -3.0405 -1.5609 -3.1822  0.164
H5 -0.9602 -3.2882 -1.6958  0.124
H6 -2.7250 -3.3102 -1.5049  0.147
H7 -1.9250 -1.9911 -0.8379  0.057
H8 0.7305 -2.0275 -3.2515  0.160
H9 2.3037 -0.2508 -2.5793  0.167
H10 1.2930 3.1129 -1.2820  0.118
H11 2.0073 2.8658 -2.8777  0.148
H12 2.6668 1.9819 -1.5017  0.114
H13 -0.9889 2.5135 -2.1640  0.172
H14 -2.5700 0.7404 -2.7850  0.173
F1 -1.5919 0.7147 0.1820  -0.276
B1 0.8337 -1.2944 1.7800  -0.630
F2 1.3554 -0.5314 0.7250  0.145
F3 -0.4056 -1.6566 1.3252  0.190
F4 1.3931 -1.5696 2.8635  0.482

Output
Charge: +3
HOMO energy, eV: -22.53
Relative energy (zero: lowest compared OMol25 entry of this formula, charge and spin), eV: 0.235
E, Eh: -859.86000
HOMO-LUMO gap, eV: 8.6
2S+1: 1

---

No. 2
Here is a molecular structure, C10H14BN7O2W from OMol25. Energies are from wB97M-V/def2-TZVPD.

Each line ends with the Löwdin charge.
Element x y z (Å)
C1 -2.4491 -1.7518 -0.3093  -0.030
N1 -1.1485 -1.3411 -0.2839  -0.189
N2 -0.3454 -2.4566 -0.1932  0.009
C2 -1.1274 -3.5491 -0.1782  0.079
C3 -2.4472 -3.1443 -0.2661  0.086
B1 1.1882 -2.4360 0.0898  -0.450
N3 1.9155 -1.5920 -0.9705  0.026
N4 1.4971 -0.3275 -1.3735  -0.133
C4 2.4203 0.1238 -2.2973  0.014
C5 3.2882 -0.9270 -2.5915  0.109
C6 2.9507 -1.9732 -1.7361  0.121
W1 -0.3522 0.3979 -1.0842  1.815
N5 1.4738 -1.9367 1.5474  0.013
N6 1.0537 -0.6856 1.8593  0.086
C7 1.3566 -0.4297 3.1184  -0.012
C8 2.0345 -1.5439 3.6599  0.179
C9 2.0847 -2.4894 2.6222  0.128
H1 1.0837 0.5142 3.5622  0.148
H2 2.5145 -3.4740 2.5631  0.174
H3 2.4216 -1.6370 4.6454  0.158
H4 1.5869 -3.5751 0.0235  0.154
H5 3.3719 -2.9592 -1.6455  0.182
H6 -0.7207 -4.5484 -0.1181  0.177
H7 4.0560 -0.9677 -3.3424  0.162
H8 -3.2948 -3.7915 -0.2898  0.153
H9 2.3644 1.1197 -2.7084  0.149
H10 -3.2855 -1.0721 -0.3303  0.148
H11 0.5517 1.7264 0.0359  0.089
C10 0.0168 2.4406 -0.6921  -0.033
H12 0.7832 2.9549 -1.2895  0.142
H13 -0.7796 1.9573 -1.4733  0.043
H14 -0.5539 3.1169 -0.0547  0.116
O1 -2.0664 0.1319 1.6638  0.317
N7 -1.6798 0.8638 0.7348  -0.243
O2 -2.0898 2.0876 0.7465  0.111

Output
Charge: +4
HOMO energy (alpha / beta), eV: -23.87 / -23.81
Relative energy (zero: lowest compared OMol25 entry of this formula, charge and spin), eV: 0.133
E, Eh: -1013.02132
HOMO-LUMO gap (alpha / beta), eV: 5.7 / 4.9
2S+1: 3

---

No. 3
Here is a single C10H14BNO3 molecule from OMol25. Energies are from wB97M-V/def2-TZVPD.

Each line ends with the Löwdin charge.
Element x y z (Å)
O1 -0.0407 0.7637 3.1678  0.043
O2 -1.6801 1.3238 -1.2861  0.117
O3 -1.2511 2.4154 0.7725  0.165
B1 -1.1309 1.2794 0.0259  -0.584
C1 -1.0790 0.1356 2.9311  -0.511
C2 2.9805 -0.1139 -3.0806  -0.112
C3 1.7335 0.0132 -3.5209  -0.138
C4 3.1637 -0.6155 -1.7780  -0.080
C5 0.6385 -0.3162 -2.7555  -0.031
C6 2.1068 -0.9512 -0.9598  -0.036
C7 0.7791 -0.7654 -1.4169  -0.218
N1 -1.4796 -0.4026 1.7192  0.111
C8 -2.0868 -0.0692 4.0391  0.005
C9 -0.3864 -1.0514 -0.5429  -0.150
C10 -0.5638 -0.1193 0.6091  -0.204
H1 -2.0044 2.2508 -1.2999  0.114
H2 -0.9691 2.1426 1.6999  0.115
H3 3.7770 0.5146 -3.5179  0.119
H4 1.6115 0.2019 -4.6125  0.122
H5 4.1363 -0.8114 -1.4354  0.083
H6 -0.3600 0.0658 -3.1438  0.132
H7 2.2511 -1.4010 0.0372  0.125
H8 -2.2525 -1.0373 1.6453  0.151
H9 -1.8817 -1.0743 4.5020  0.109
H10 -3.1038 -0.0538 3.7082  0.073
H11 -1.8917 0.5785 4.8186  0.053
H12 -1.2804 -1.0898 -1.2011  0.130
H13 -0.1893 -2.0449 -0.1246  0.128
H14 0.4532 0.2320 0.9998  0.168

Output
HOMO energy, eV: -8.89
Relative energy (zero: lowest compared OMol25 entry of this formula, charge and spin), eV: 1.004
E, Eh: -694.87095
HOMO-LUMO gap, eV: 9.4
SMILES: CC(=O)N[C@@H](Cc1ccccc1)B(O)O
2S+1: 1

---

No. 4
Here is a molecular structure, C10H14BrIN2O5S from OMol25. Energies are from wB97M-V/def2-TZVPD.

Each line ends with the Löwdin charge.
Element x y z (Å)
N1 1.7385 1.9723 -1.8996  0.127
C1 1.7573 1.4119 -3.0131  -0.227
C2 1.8488 -0.1066 -3.1319  -0.061
C3 0.6098 -0.7944 -2.4969  -0.512
N2 0.6081 -0.8622 -1.0172  0.148
C4 1.4740 -1.5904 -0.6335  -0.825
S1 2.5928 -2.4298 0.0486  0.792
O1 -0.4814 0.1279 -2.7803  -0.080
C5 -0.8285 -0.1375 -4.1018  -0.685
O2 -1.4535 0.6093 -4.7004  0.239
O3 -0.2681 -1.3361 -4.5053  -0.069
C6 -0.0216 -2.0124 -3.2651  -1.076
Br1 0.9463 -3.6602 -3.3023  0.782
I1 -2.0659 -2.1899 -2.4270  1.024
H1 1.6746 2.9786 -2.0620  0.064
H2 1.6959 2.0420 -3.9105  0.125
H3 1.9362 -0.3391 -4.1972  0.127
H4 2.7530 -0.4513 -2.6155  0.123
C7 -1.2207 0.8710 1.2377  -0.113
O4 -1.8852 1.2770 2.4250  -0.190
C8 -2.3106 0.1791 3.2183  -0.206
C9 -1.3720 -0.0600 4.3842  -0.205
O5 -0.0913 -0.4916 3.9436  -0.193
C10 0.8728 0.5479 3.9528  -0.110
H5 -0.7243 1.7419 0.8116  0.090
H6 -0.4701 0.1028 1.4332  0.069
H7 -1.9525 0.4906 0.5171  0.084
H8 -2.4083 -0.7252 2.6095  0.126
H9 -3.3013 0.4312 3.6103  0.124
H10 -1.7822 -0.8620 5.0065  0.124
H11 -1.2872 0.8376 5.0042  0.125
H12 1.1810 0.7658 4.9811  0.088
H13 0.4934 1.4578 3.4832  0.085
H14 1.7419 0.2039 3.3928  0.086

Output
HOMO energy, eV: -9.06
E, Eh: -4144.93508
HOMO-LUMO gap, eV: 8.4
2S+1: 1

---

No. 5
Here is a single C10H14BrN molecule from OMol25. Energies are from wB97M-V/def2-TZVPD.

Each line ends with the Löwdin charge.
Element x y z (Å)
C1 2.1113 -0.6870 0.9650  -0.028
C2 1.0972 -0.2505 2.0209  0.026
C3 1.8681 -0.7895 -0.3301  -0.032
C4 -0.1122 -0.0170 1.5417  -0.274
C5 -1.8728 0.3855 -0.2163  -0.115
C6 -2.4440 0.1894 1.2150  -0.252
C7 -0.5339 -0.4133 -0.0983  -0.135
C8 0.6406 -0.1387 -1.0138  -0.470
C9 0.6185 -0.5417 -2.5486  -0.040
C10 0.9411 1.3853 -0.9301  -0.035
N1 -1.2830 0.3523 2.0817  -0.460
Br1 -1.6963 -0.2040 3.8402  0.500
H1 2.9548 -1.2212 1.2965  0.089
H2 1.3196 -0.1775 2.9975  0.063
H3 2.6576 -1.0044 -0.8849  0.070
H4 -2.4549 -0.0159 -1.0083  0.102
H5 -1.7115 1.4558 -0.2481  0.107
H6 -3.2156 0.8787 1.5167  0.107
H7 -2.8639 -0.8324 1.2545  0.118
H8 -0.8407 -1.4921 0.0708  0.165
H9 1.4755 -0.1931 -3.2343  0.106
H10 -0.2623 -0.1521 -3.0370  0.057
H11 0.5343 -1.6726 -2.5658  0.092
H12 0.9363 1.5438 0.1105  0.058
H13 0.2233 2.0551 -1.4255  0.093
H14 1.9130 1.5570 -1.3699  0.087

Output
HOMO energy (alpha / beta), eV: -5.30 / -8.83
E, Eh: -3018.00420
HOMO-LUMO gap (alpha / beta), eV: 6.0 / 6.7
2S+1: 3

---

No. 6
Here is a molecular structure, C10H14BrN6OPt from OMol25. Energies are from wB97M-V/def2-TZVPD.

Each line ends with the Löwdin charge.
Element x y z (Å)
Pt1 0.6395 -0.7901 -0.0533  1.005
N1 4.2929 -1.4372 1.6210  0.218
C1 3.0987 -1.5324 1.0507  -0.501
O1 2.6058 -0.5280 0.4787  -0.139
C2 2.3385 -2.8167 1.0538  -0.185
C3 0.8433 -2.4715 1.0553  -0.331
H1 4.8009 -0.5689 1.5660  0.133
H2 4.7276 -2.2329 2.0527  0.127
H3 2.6553 -3.4692 1.8704  0.120
H4 2.6050 -3.3122 0.1142  0.130
H5 0.5364 -2.2070 2.0737  0.054
H6 0.2521 -3.3336 0.7504  0.039
N2 -0.2151 5.6287 -1.1996  0.186
C4 0.0738 4.3978 -0.7648  -0.490
N3 0.2910 4.2156 0.5533  0.188
N4 0.1110 3.4313 -1.6601  0.124
C5 0.3268 2.2099 -1.2593  -0.301
N5 0.5336 1.1016 -1.0010  0.028
H7 -0.2426 6.4266 -0.5926  0.118
H8 -0.4058 5.7486 -2.1791  0.124
H9 0.3704 4.9991 1.1773  0.117
H10 0.6741 3.3384 0.8641  0.107
Br1 -0.4486 -3.0458 -2.3344  0.829
C6 -1.7159 -2.1428 -1.2865  -0.723
C7 -3.0533 -2.4698 -1.4490  -0.090
C8 -4.0046 -1.7550 -0.7491  -0.031
C9 -3.5924 -0.7175 0.0740  -0.035
C10 -2.2465 -0.4567 0.1841  -0.109
N6 -1.3065 -1.1700 -0.4657  -0.167
H11 -3.3235 -3.2648 -2.1270  0.109
H12 -5.0534 -1.9956 -0.8567  0.123
H13 -4.2995 -0.1178 0.6278  0.117
H14 -1.8692 0.3375 0.8109  0.109

Output
Charge: +1
HOMO energy, eV: -11.37
Relative energy (zero: lowest compared OMol25 entry of this formula, charge and spin), eV: 0.000
E, Eh: -3486.43620
HOMO-LUMO gap, eV: 8.9
2S+1: 1

---

What is the E in the second record? -1013.02132 Eh